No. 1
Below is C2H8O4 as an isolated structure in a non-equilibrium geometry, with properties calculated with wB97M-V/def2-TZVPD.

Spin multiplicity ... 1
HOMO-LUMO gap ... 4.494 eV

XYZ file:
```
14
Properties=species:S:1:pos:R:3:forces:R:3
O 0.445 -0.825 -0.947 -0.550 -0.536 0.542
C 0.360 -0.622 0.364 4.678 1.712 0.096
O 1.644 -0.045 0.815 -4.509 -2.941 0.756
C -0.802 0.368 0.840 -0.125 2.015 0.207
H 0.263 -1.534 0.986 -0.115 0.009 0.162
H -0.726 0.565 1.925 -0.399 -0.624 -0.549
H -1.769 0.028 0.305 0.890 -0.782 0.661
H -0.581 1.334 0.371 0.368 -0.124 0.011
H 2.670 2.182 -0.774 0.198 -0.142 0.459
H 1.868 0.772 0.131 0.685 1.522 -1.930
O 1.835 1.714 -0.664 -0.587 -0.009 0.060
H -2.705 -1.665 -1.287 0.169 0.430 0.210
H -0.498 -1.125 -1.212 -0.921 0.296 -0.093
O -2.005 -1.147 -0.856 0.217 -0.826 -0.591
```
Positions in Å, forces in eV/Å.

No. 2
Below is a 2-piece molecular cluster, C2H8OS overall, with properties calculated with wB97M-V/def2-TZVPD.

Spin multiplicity ... 1
HOMO-LUMO gap ... 10.631 eV
SMILES string ... CCO.S

XYZ file:
```
12
Properties=species:S:1:pos:R:3:forces:R:3
C -0.812 0.248 0.824 0.641 -0.410 -0.061
C -0.818 -0.888 -0.168 -0.832 -0.398 -0.221
O -1.999 -0.762 -0.988 0.238 0.126 0.195
H -0.606 1.188 0.325 -0.226 0.182 -0.051
H -0.001 0.093 1.540 -0.084 0.003 0.096
H -1.756 0.269 1.353 -0.189 0.154 0.104
H 0.055 -0.895 -0.805 0.453 0.208 -0.134
H -0.850 -1.871 0.323 0.011 0.218 0.129
H -1.806 -1.105 -1.862 -0.017 -0.080 -0.048
S 2.696 1.832 -0.203 0.013 0.074 0.141
H 3.168 1.038 0.771 -0.032 0.030 -0.090
H 2.730 0.852 -1.109 0.025 -0.107 -0.061
```
Positions in Å, forces in eV/Å.

No. 3
Below is a 2-piece molecular cluster, C2H8OS overall in a non-equilibrium geometry, with properties calculated with wB97M-V/def2-TZVPD.

Charge ... +1
Spin multiplicity ... 2
<S²> ... 0.754
HOMO-LUMO gap (spin up / spin down) ... 10.432 / 5.049 eV

XYZ file:
```
12
Properties=species:S:1:pos:R:3:forces:R:3
C -0.845 -1.735 -0.892 1.265 -0.943 -0.373
S 0.944 -1.360 -0.975 -0.567 0.119 0.106
H -1.336 -0.775 -0.834 -0.438 0.086 0.354
H -0.985 -2.469 -0.090 -0.291 0.617 0.028
H -1.063 -2.226 -1.841 -0.099 0.198 -0.070
H 1.202 -1.381 0.351 0.020 0.022 -0.032
C 0.075 1.530 0.522 0.072 -0.089 0.533
O 1.224 2.289 0.752 0.110 -0.226 -0.058
H 0.152 1.063 -0.475 -0.033 0.187 -0.252
H -0.816 2.162 0.570 -0.133 -0.081 -0.379
H -0.075 0.725 1.251 0.091 0.022 0.137
H 1.521 2.177 1.660 0.006 0.088 0.005
```
Positions in Å, forces in eV/Å.

No. 4
Below is a 2-piece molecular cluster, C2H8OS2 overall in a non-equilibrium geometry, with properties calculated with wB97M-V/def2-TZVPD.

Spin multiplicity ... 1
HOMO-LUMO gap ... 8.699 eV
SMILES string ... CCO.SS

XYZ file:
```
13
Properties=species:S:1:pos:R:3:forces:R:3
C -0.076 0.931 0.241 -0.742 0.044 -0.843
C -1.331 1.744 -0.053 0.619 1.210 -0.575
O -1.012 2.775 -1.036 -0.641 -0.314 -0.353
H -0.059 0.590 1.276 0.201 0.076 -0.087
H 0.761 1.572 -0.031 0.255 -0.152 0.365
H -0.093 0.074 -0.434 0.398 -0.093 0.174
H -2.107 1.132 -0.527 -0.203 0.033 0.858
H -1.586 2.348 0.820 -0.742 -0.704 0.280
H -1.879 3.083 -1.370 0.857 -0.102 0.184
S 2.545 -4.333 0.066 -0.202 1.183 0.524
S 1.129 -2.831 0.736 0.425 -1.372 -0.500
H 3.495 -3.386 0.034 0.199 -0.287 -0.176
H 0.214 -3.699 0.278 -0.423 0.477 0.150
```
Positions in Å, forces in eV/Å.

No. 5
Below is a 2-piece molecular cluster, C2H8OS2 overall in a non-equilibrium geometry, with properties calculated with wB97M-V/def2-TZVPD.

Spin multiplicity ... 1
HOMO-LUMO gap ... 8.709 eV
SMILES string ... CSSC.O

XYZ file:
```
13
Properties=species:S:1:pos:R:3:forces:R:3
C -2.022 0.530 0.765 2.314 -0.894 -0.922
S -0.230 0.841 0.256 -0.840 0.369 0.366
S -0.411 0.402 -1.724 0.585 0.228 -0.098
C 1.003 -0.734 -2.138 -1.107 0.908 -0.782
H -2.615 1.243 0.210 -0.372 0.062 0.436
H -1.952 0.598 1.845 -0.647 0.216 0.046
H -2.143 -0.505 0.417 -0.564 0.401 0.346
H 1.595 -1.103 -1.272 -0.778 -0.042 -0.804
H 1.587 -0.217 -2.910 0.340 0.071 0.739
H 0.355 -1.366 -2.752 0.882 -1.230 0.555
O 2.007 -0.052 2.460 -0.699 0.484 0.016
H 1.197 -0.295 2.925 0.280 -0.441 0.261
H 1.627 0.657 1.917 0.605 -0.133 -0.160
```
Positions in Å, forces in eV/Å.

No. 6
Below is one molecule with the formula C2H8P2S in a non-equilibrium geometry, with properties calculated with wB97M-V/def2-TZVPD.

Spin multiplicity ... 1
HOMO-LUMO gap ... 8.454 eV
SMILES string ... CS[P@H](C)=P

XYZ file:
```
13
Properties=species:S:1:pos:R:3:forces:R:3
C 1.746 1.097 0.546 1.968 -1.421 -0.770
S 0.224 1.739 -0.171 -0.752 0.409 -0.207
P -1.290 0.237 0.011 2.643 -1.509 -0.366
C -0.793 -1.168 -1.063 -1.414 -2.369 0.299
P -3.191 0.633 -0.566 -0.333 -1.453 -0.966
H 1.705 0.736 1.618 -0.127 0.742 -1.151
H 2.502 1.969 0.399 -1.301 -1.592 0.498
H 2.143 0.186 -0.100 -0.719 1.910 1.312
H -0.594 -0.404 1.109 -1.088 0.535 0.390
H -1.573 -2.099 -0.936 1.788 2.446 -0.355
H -0.660 -0.929 -2.100 -0.597 0.367 -0.618
H 0.182 -1.565 -0.803 0.158 -0.014 0.578
H -3.231 1.734 0.175 -0.225 1.951 1.357
```
Positions in Å, forces in eV/Å.

No. 7
Below is a 2-piece molecular cluster, C2H8S2 overall in a non-equilibrium geometry, with properties calculated with wB97M-V/def2-TZVPD.

Spin multiplicity ... 1
HOMO-LUMO gap ... 9.453 eV
SMILES string ... CSC.S

XYZ file:
```
12
Properties=species:S:1:pos:R:3:forces:R:3
C 0.294 -1.136 -0.914 0.659 -0.282 -0.974
S 2.043 -0.516 -0.905 -0.770 -0.746 2.383
C 2.159 -0.739 0.997 0.021 1.334 -1.069
H 0.304 -1.957 -1.619 -0.297 0.002 -0.446
H -0.045 -1.610 0.000 0.275 0.399 0.414
H -0.394 -0.363 -1.246 -0.009 -0.007 0.069
H 2.989 -0.151 1.421 -0.256 -0.384 -0.359
H 2.183 -1.765 1.325 0.256 -0.416 -0.267
H 1.222 -0.301 1.330 0.108 0.106 0.245
S -3.094 1.512 0.796 0.585 -1.107 -0.212
H -2.081 0.946 0.091 -0.162 0.677 -0.018
H -3.266 0.245 1.238 -0.410 0.425 0.234
```
Positions in Å, forces in eV/Å.

No. 8
Below is a 2-piece molecular cluster, C2H8S2 overall in a non-equilibrium geometry, with properties calculated with wB97M-V/def2-TZVPD.

Spin multiplicity ... 1
HOMO-LUMO gap ... 9.655 eV
SMILES string ... CS.CS

XYZ file:
```
12
Properties=species:S:1:pos:R:3:forces:R:3
C -2.392 -0.345 1.505 -0.077 -0.756 -1.068
S -1.454 1.092 0.920 1.297 0.213 -0.354
H -1.986 -1.383 1.363 -0.009 1.236 -0.183
H -3.156 -0.086 0.797 -1.345 -1.372 0.192
H -2.780 -0.301 2.513 0.157 0.644 0.158
H -1.586 0.858 -0.445 0.008 0.029 1.270
C 2.353 -1.117 -0.239 1.331 -1.690 -0.596
S 1.501 -0.289 -1.608 0.389 -0.364 0.033
H 1.766 -1.113 0.626 -1.049 0.539 1.405
H 3.377 -0.731 0.042 -1.098 -0.485 -0.764
H 2.359 -2.245 -0.448 0.475 1.667 -0.202
H 1.486 0.910 -1.041 -0.080 0.339 0.109
```
Positions in Å, forces in eV/Å.

No. 9
Below is a 2-piece molecular cluster, C2H8S2Si overall in a non-equilibrium geometry, with properties calculated with wB97M-V/def2-TZVPD.

Spin multiplicity ... 1
HOMO-LUMO gap (spin up / spin down) ... 7.596 / 5.458 eV

XYZ file:
```
13
Properties=species:S:1:pos:R:3:forces:R:3
C -0.644 -1.611 -1.429 -0.059 0.403 0.072
C 1.517 2.072 0.312 0.398 0.118 -1.196
Si -1.406 -0.669 1.409 0.750 0.014 -2.765
S -2.125 -1.473 -0.382 -0.020 0.138 0.595
S 1.743 0.313 -0.024 -0.296 -0.448 0.122
H -0.152 -0.655 -1.588 -0.396 -0.017 -0.254
H -1.115 -2.039 -2.282 0.060 -0.080 -1.171
H 0.121 -2.287 -1.102 0.092 -0.491 0.658
H 2.223 2.313 1.142 -1.409 0.312 -0.243
H 0.391 2.120 0.381 1.390 0.775 0.639
H 1.843 2.691 -0.595 -0.579 -0.899 1.135
H -1.309 -1.434 2.519 0.027 -1.769 2.291
H -1.086 0.658 1.639 0.043 1.944 0.118
```
Positions in Å, forces in eV/Å.

No. 10
Below is a 2-piece molecular cluster, C2H8S4 overall in a non-equilibrium geometry, with properties calculated with wB97M-V/def2-TZVPD.

Spin multiplicity ... 1
HOMO-LUMO gap ... 8.879 eV
SMILES string ... CSS.CSS

XYZ file:
```
14
Properties=species:S:1:pos:R:3:forces:R:3
C 1.096 -0.158 2.146 0.141 -0.707 0.240
S 2.027 0.946 1.070 0.127 -0.680 -0.680
S 2.237 -0.451 -0.527 0.219 0.722 0.595
H 1.724 -0.968 2.525 0.147 0.137 -0.086
H 0.706 0.352 3.026 -0.124 0.298 -0.208
H 0.319 -0.639 1.558 -0.263 0.156 0.148
H 1.641 0.290 -1.471 -0.184 -0.013 0.070
C -2.256 -1.913 -0.573 -0.197 0.209 -1.092
S -1.721 -0.422 -1.498 0.245 0.142 1.170
S -1.963 1.079 -0.037 -0.563 -0.350 -0.801
H -2.118 -2.741 -1.272 0.046 0.056 -0.007
H -1.664 -2.129 0.309 -0.059 0.282 0.159
H -3.324 -1.809 -0.410 0.033 -0.113 0.491
H -1.042 0.721 0.852 0.431 -0.139 0.001
```
Positions in Å, forces in eV/Å.

Let's list relative energy (zero: lowest compared OMol25 entry of this formula, charge and spin) in order: 221.2, 11.9, 29.2, 29.8, 23.3, 46.5, 16.4, 23.9, 111.8, 7.3 kcal/mol.